Entry 1:
{
  "formula": "C31H41BF4NO6P2",
  "method": "wB97M-V/def2-TZVPD",
  "charge": -1,
  "gap_ev": 6.0,
  "elements": ["N", "C", "C", "P", "P", "O", "O", "C", "F", "F", "C", "F", "F", "O", "C", "C", "C", "B", "O", "O", "O", "H", "H", "H", "H", "H", "H", "H", "H", "H", "H", "H", "H", "H", "H", "H", "H", "H", "C", "C", "C", "C", "C", "C", "H", "H", "H", "H", "H", "H", "C", "C", "C", "C", "C", "C", "H", "H", "H", "H", "H", "H", "C", "C", "C", "C", "C", "C", "H", "H", "H", "H", "H", "H", "C", "C", "C", "C", "C", "C", "H", "H", "H", "H", "H", "H"],
  "positions_angstrom": [[4.569329, -1.477140, -0.355525], [3.539410, -0.553567, 0.210374], [3.409987, 0.680369, -0.611777], [1.729065, 1.571848, -0.324662], [2.209057, 3.084372, -1.957092], [1.634538, 2.529504, -3.436695], [1.205508, 4.397647, -1.699598], [2.405669, 2.711781, 1.105267], [3.404919, 2.107319, 1.777850], [2.940584, 3.869719, 0.640260], [1.377556, 3.092525, 2.163727], [2.024194, 3.759511, 3.175633], [0.860982, 2.002485, 2.723785], [1.057121, 0.563393, -1.592968], [-0.341686, 0.438445, -1.512043], [-0.778342, 1.131264, -0.213273], [-2.273215, 1.460001, -0.278813], [-3.209822, 0.338374, 0.287011], [-2.794250, -0.902397, 0.616878], [-4.568151, 0.596009, 0.476695], [0.078986, 2.194442, -0.037985], [4.270189, -1.644835, -1.312738], [4.387000, -2.364841, 0.105498], [2.593528, -1.088112, 0.236088], [3.784913, -0.343952, 1.240188], [4.268973, 1.337809, -0.536014], [3.377955, 0.354615, -1.643426], [1.451020, 0.612945, 0.706214], [0.731797, 2.877397, -3.529002], [0.611346, 4.248133, -0.947236], [0.618647, 3.773186, 1.808131], [-0.674617, -0.598566, -1.477616], [-0.709789, 0.968920, -2.394077], [-0.673379, 0.351892, 0.544646], [-2.551795, 1.586297, -1.320789], [-2.455580, 2.386929, 0.257029], [-3.561525, -1.394189, 0.949529], [-4.609147, 1.430535, 0.964663], [7.422484, -4.817381, -0.286892], [8.171092, -5.671205, 0.512370], [8.421105, -5.339609, 1.836646], [7.915757, -4.158133, 2.362448], [7.165082, -3.306645, 1.562964], [6.920439, -3.633100, 0.237539], [7.229280, -5.074652, -1.320799], [8.560152, -6.595563, 0.103081], [9.009510, -6.002088, 2.459499], [8.107556, -3.900797, 3.396693], [6.768959, -2.384874, 1.970244], [6.339136, -2.961951, -0.381057], [-1.583375, 6.669151, -5.855019], [-0.791553, 5.797446, -5.119092], [-0.530963, 6.051058, -3.778438], [-1.073129, 7.178085, -3.175450], [-1.867577, 8.049337, -3.908937], [-2.120364, 7.796948, -5.250185], [-1.781969, 6.469824, -6.901035], [-0.373846, 4.916998, -5.591664], [0.092695, 5.373203, -3.201420], [-0.873947, 7.376585, -2.129794], [-2.289892, 8.927016, -3.434823], [-2.736039, 8.478908, -5.823896], [-2.226387, -3.924704, -0.228031], [-2.157854, -4.683143, 0.932606], [-2.930041, -5.830128, 1.060997], [-3.765768, -6.223527, 0.024835], [-3.832624, -5.466705, -1.136841], [-3.066129, -4.315819, -1.261620], [-1.629154, -3.028432, -0.324994], [-1.501721, -4.378111, 1.737991], [-2.879891, -6.418194, 1.968901], [-4.364935, -7.120165, 0.122958], [-4.483686, -5.773868, -1.945758], [-3.122432, -3.722050, -2.164971], [-4.615333, -1.942476, 4.007364], [-4.862697, -1.036081, 5.029104], [-6.036112, -0.295816, 5.030649], [-6.966324, -0.466531, 4.013948], [-6.719981, -1.373620, 2.994244], [-5.542925, -2.109723, 2.989192], [-3.698064, -2.517512, 4.003535], [-4.139221, -0.905969, 5.823590], [-6.225985, 0.415729, 5.824234], [-7.882976, 0.109546, 4.016565], [-7.443799, -1.506421, 2.200755], [-5.347531, -2.814914, 2.189605]],
  "forces_ev_per_angstrom": [[-0.48, 0.06, 0.30], [0.28, -0.71, -0.08], [-0.44, 0.90, -0.39], [0.38, -1.22, -0.14], [1.57, 0.49, -0.54], [-0.66, 0.72, 0.58], [-0.28, -0.24, 0.28], [-0.87, -0.31, -0.48], [0.76, -0.69, 0.49], [0.19, 0.95, -0.22], [0.74, 0.80, -0.04], [0.17, 0.27, 0.30], [-0.64, -0.75, 0.33], [-0.24, -0.78, 0.95], [0.86, 0.74, 0.06], [-1.00, -1.09, -0.89], [0.69, -0.36, 0.38], [-0.31, 0.58, -0.05], [0.01, -0.70, -0.10], [0.09, 0.27, 0.63], [0.07, 0.78, 0.12], [0.15, 0.04, -0.13], [0.24, -0.13, 0.01], [-0.45, 0.09, -0.04], [0.26, 0.17, 0.36], [0.19, 0.13, 0.25], [-0.07, 0.08, -0.50], [-0.18, 0.04, -0.01], [0.06, -0.42, -0.09], [-0.04, -0.27, -0.24], [-0.39, -0.09, -0.27], [-0.01, -0.26, -0.32], [-0.67, -0.10, -0.12], [0.43, 0.24, 0.57], [-0.24, 0.44, -0.28], [-0.16, 0.33, -0.01], [0.27, -0.03, 0.00], [-0.43, -0.02, -0.47], [0.03, -0.02, 0.08], [0.00, -0.02, -0.03], [0.00, -0.01, 0.02], [0.00, -0.01, 0.00], [0.00, 0.03, 0.07], [0.03, -0.11, -0.18], [0.00, 0.00, 0.00], [0.01, 0.00, 0.00], [-0.01, -0.01, 0.00], [0.00, 0.00, 0.00], [-0.01, 0.02, -0.04], [0.11, 0.04, 0.06], [0.01, -0.02, -0.01], [-0.03, 0.04, -0.01], [0.06, -0.14, 0.00], [-0.03, 0.02, -0.03], [0.01, 0.01, 0.03], [-0.02, 0.02, -0.02], [0.00, 0.00, 0.00], [0.02, 0.01, 0.00], [-0.09, 0.18, -0.09], [0.02, -0.01, 0.00], [0.00, 0.00, 0.00], [-0.01, 0.00, 0.00], [0.08, 0.02, -0.03], [-0.03, -0.01, 0.03], [0.00, 0.01, 0.01], [-0.02, -0.02, 0.01], [-0.02, 0.01, -0.01], [-0.02, -0.02, 0.00], [-0.02, 0.02, 0.02], [0.01, 0.01, -0.01], [0.01, -0.01, 0.00], [0.00, 0.00, 0.00], [0.00, 0.00, 0.00], [0.02, 0.00, 0.00], [0.03, -0.02, -0.01], [0.01, 0.01, 0.02], [-0.01, 0.00, 0.00], [0.00, 0.00, 0.01], [-0.01, -0.02, -0.03], [0.01, -0.01, -0.02], [0.01, 0.01, -0.01], [0.01, 0.01, -0.01], [0.00, 0.00, 0.00], [0.00, 0.00, 0.00], [0.02, 0.02, -0.02], [-0.01, -0.03, 0.01]]
}

=====

Entry 2:
{
  "formula": "C31H41BrGe2PdSe",
  "method": "wB97M-V/def2-TZVPD",
  "spin_multiplicity": 3,
  "gap_ev": [8.4, 5.5],
  "elements": ["Pd", "C", "C", "Ge", "C", "C", "C", "C", "Ge", "C", "C", "C", "C", "C", "C", "C", "C", "C", "C", "H", "H", "H", "H", "H", "H", "H", "H", "H", "H", "H", "H", "H", "H", "H", "H", "H", "H", "H", "H", "H", "H", "H", "H", "H", "H", "Br", "C", "C", "C", "C", "C", "C", "H", "H", "H", "H", "C", "C", "C", "C", "C", "C", "Se", "C", "C", "C", "H", "H", "H", "H", "H", "H", "H", "H", "H", "H", "H"],
  "positions_angstrom": [[-0.275786, -0.179006, 0.078299], [1.597773, -0.241800, -2.667608], [2.641251, -0.709077, -1.650988], [2.101554, 0.031720, 0.152302], [2.887768, -0.601687, 1.891774], [2.009366, -0.023519, 3.005780], [2.686819, 1.903804, 0.119072], [1.782953, 2.881205, -0.007599], [-0.093499, 2.175366, 0.000623], [-1.040443, 2.524982, 1.746186], [-1.137316, 3.977156, 2.208768], [-1.228065, 2.727864, -1.565499], [-1.035218, 4.144522, -2.104864], [2.123117, 4.319755, -0.076743], [3.428601, 4.759388, -0.322388], [3.733811, 6.108593, -0.355947], [2.741193, 7.057414, -0.150275], [1.437876, 6.643193, 0.070822], [1.137780, 5.290467, 0.101543], [1.829417, -0.588323, -3.677728], [1.545861, 0.849991, -2.694539], [0.606682, -0.625669, -2.404437], [3.632674, -0.346179, -1.926790], [2.677949, -1.797216, -1.614859], [3.908153, -0.226104, 1.986174], [2.917434, -1.690002, 1.949386], [2.034683, 1.068854, 2.988060], [2.335111, -0.355618, 3.993783], [0.970407, -0.335194, 2.881475], [3.747782, 2.124727, 0.230922], [-0.550986, 1.914830, 2.508368], [-2.038887, 2.119122, 1.597265], [-0.154696, 4.431042, 2.339096], [-1.656770, 4.026519, 3.168172], [-1.702118, 4.579375, 1.493349], [-2.260151, 2.566395, -1.247810], [-1.020298, 1.999335, -2.352982], [-1.419914, 4.886866, -1.405035], [-1.568000, 4.259420, -3.050939], [0.017345, 4.362208, -2.289616], [4.212940, 4.036615, -0.501955], [4.751821, 6.423082, -0.548369], [2.981558, 8.112580, -0.173315], [0.653138, 7.374985, 0.216585], [0.118072, 4.969641, 0.266955], [-6.951232, -0.414183, 0.017720], [-5.045011, -0.339172, -0.031000], [-4.407097, -0.276581, -1.255224], [-3.017079, -0.229126, -1.295295], [-2.279587, -0.240335, -0.118454], [-2.949210, -0.333147, 1.105143], [-4.336126, -0.368476, 1.158345], [-4.983930, -0.272566, -2.170498], [-2.515184, -0.179569, -2.254736], [-2.391920, -0.393757, 2.032650], [-4.850039, -0.433871, 2.108045], [-0.717653, -8.284832, -0.459370], [-0.545846, -6.799369, -0.297156], [0.716157, -6.221177, -0.257255], [0.894937, -4.863594, -0.029579], [2.277776, -4.279713, -0.039352], [-0.239210, -4.066297, 0.177845], [-0.049461, -2.348359, 1.004911], [-1.526240, -4.604172, 0.046411], [-2.765910, -3.759598, 0.174065], [-1.652372, -5.968944, -0.178874], [0.246127, -8.779425, -0.569059], [-1.327920, -8.513076, -1.334509], [-1.222032, -8.704419, 0.412656], [1.592212, -6.847835, -0.385679], [3.030890, -5.061111, 0.049836], [2.414627, -3.561527, 0.771774], [2.445362, -3.747986, -0.977869], [-2.560687, -2.712785, -0.042985], [-3.169995, -3.820401, 1.187853], [-3.533854, -4.112381, -0.514154], [-2.649229, -6.393803, -0.240662]],
  "forces_ev_per_angstrom": [[-1.15, -0.69, -0.46], [0.15, -0.05, -0.02], [-0.14, 0.13, 0.51], [1.54, 0.04, -0.11], [-0.25, 0.07, -0.40], [0.16, -0.07, -0.02], [-0.24, -0.11, 0.01], [-0.30, -0.14, -0.03], [0.40, 1.39, 0.19], [0.20, -0.07, -0.30], [0.06, -0.07, -0.01], [0.22, -0.22, 0.18], [0.09, -0.14, 0.05], [0.03, 0.23, -0.01], [-0.05, -0.03, -0.01], [0.02, -0.02, 0.01], [-0.01, 0.06, -0.01], [-0.02, 0.04, 0.00], [0.08, -0.14, -0.03], [0.01, 0.01, 0.00], [-0.06, -0.01, -0.01], [-0.01, 0.04, -0.05], [0.04, 0.00, 0.06], [0.03, 0.02, 0.01], [0.04, -0.03, -0.06], [0.01, 0.00, -0.02], [-0.04, 0.00, 0.02], [0.02, 0.04, 0.01], [-0.05, 0.01, 0.05], [0.04, 0.09, -0.05], [0.02, -0.02, -0.04], [-0.08, -0.08, 0.02], [-0.05, 0.00, 0.05], [-0.03, 0.04, -0.01], [0.01, 0.06, 0.05], [0.01, -0.07, -0.01], [-0.03, -0.01, 0.02], [0.03, 0.06, -0.06], [-0.04, 0.04, 0.03], [-0.03, 0.07, -0.01], [0.01, -0.01, -0.01], [0.00, 0.00, 0.00], [0.00, -0.01, -0.01], [-0.01, -0.01, 0.01], [0.05, 0.10, -0.02], [0.20, 0.00, 0.00], [-0.32, -0.04, 0.02], [0.03, 0.04, -0.10], [0.14, -0.01, 0.06], [-0.74, -0.22, 0.37], [-0.26, 0.07, -0.19], [0.09, 0.07, 0.02], [0.00, 0.02, 0.01], [-0.03, -0.04, -0.04], [0.00, 0.00, 0.02], [-0.03, 0.00, -0.02], [-0.01, 0.09, -0.02], [-0.03, 0.01, -0.03], [0.00, -0.02, 0.00], [-0.05, 0.09, 0.07], [-0.06, -0.03, 0.05], [0.01, -0.12, -0.21], [0.29, -0.36, 0.53], [-0.04, 0.15, -0.04], [0.07, -0.07, 0.06], [0.05, -0.01, -0.02], [-0.02, -0.04, -0.01], [0.01, -0.03, 0.00], [0.01, -0.04, -0.01], [0.00, 0.01, -0.02], [0.02, 0.01, 0.00], [0.03, -0.02, -0.01], [0.05, -0.02, 0.04], [-0.07, -0.08, -0.01], [-0.02, 0.06, -0.01], [-0.02, -0.02, 0.03], [0.00, 0.00, -0.02]]
}

=====

Entry 3:
{
  "formula": "C31H41CoIN2O2",
  "method": "wB97M-V/def2-TZVPD",
  "relative_energy_kj_mol": 0.0,
  "spin_multiplicity": 2,
  "gap_ev": [7.2, 7.9],
  "elements": ["Co", "C", "C", "N", "C", "C", "C", "O", "C", "C", "N", "C", "C", "C", "C", "C", "C", "I", "C", "O", "H", "H", "H", "H", "H", "H", "H", "H", "H", "H", "H", "H", "C", "C", "C", "C", "C", "C", "C", "C", "C", "C", "C", "C", "C", "C", "C", "C", "C", "H", "H", "H", "H", "H", "H", "H", "H", "H", "H", "H", "H", "H", "H", "H", "H", "H", "H", "H", "H", "H", "H", "H", "H", "H", "H", "H", "H", "H"],
  "positions_angstrom": [[-0.536417, 0.281605, -0.674130], [-0.405713, 4.590185, -2.167930], [0.910311, 3.900629, -1.980061], [1.998117, 4.468114, -2.427468], [3.189969, 3.846606, -2.264794], [3.333024, 2.653882, -1.615077], [4.696903, 2.056069, -1.434325], [4.711024, 0.736660, -1.982545], [2.165988, 2.008930, -1.130323], [2.276099, 0.817099, -0.340462], [1.303370, 0.039131, 0.003760], [1.657678, -1.010491, 0.894218], [2.601000, -1.960575, 0.515620], [2.931247, -3.003522, 1.364221], [2.331943, -3.099221, 2.610773], [1.420703, -2.134732, 3.016348], [1.091384, -1.092043, 2.163549], [-0.188272, 0.406027, 2.834627], [0.916866, 2.614060, -1.336039], [-0.213429, 2.110233, -0.970439], [-0.984445, 4.578299, -1.243949], [-1.004050, 4.072723, -2.923081], [-0.234031, 5.612721, -2.495134], [4.051425, 4.357274, -2.679237], [4.962153, 2.023034, -0.369249], [5.427935, 2.694748, -1.936477], [5.612815, 0.402332, -1.948963], [3.265806, 0.572280, 0.039908], [3.059826, -1.873788, -0.461782], [3.653908, -3.743825, 1.047166], [2.578563, -3.915565, 3.276436], [0.973049, -2.183071, 3.999386], [-2.063271, -1.169722, -0.258192], [-1.255035, -1.640325, -1.354733], [-1.359453, -0.667846, -2.413637], [-2.197591, 0.362810, -1.894434], [-2.674136, 0.044084, -0.596331], [-3.679411, 0.859855, 0.190382], [-4.026323, 0.168501, 1.507978], [-3.132205, 2.263163, 0.471742], [-4.957688, 0.979905, -0.651449], [-0.716439, -0.532871, -3.799860], [0.814867, -0.432066, -3.719217], [-1.183580, 0.772384, -4.463095], [-1.141458, -1.668952, -4.739616], [-0.777471, -3.097290, -1.345450], [-1.879092, -3.923734, -2.034031], [-0.655594, -3.632148, 0.089138], [0.557206, -3.359360, -2.041100], [-2.200862, -1.694565, 0.672071], [-2.420471, 1.289081, -2.396348], [-3.143334, 0.038650, 2.133698], [-4.469863, -0.813988, 1.332007], [-4.749313, 0.770754, 2.062130], [-2.235995, 2.214657, 1.093086], [-3.884242, 2.865881, 0.986777], [-2.856224, 2.769819, -0.454397], [-5.360870, -0.006546, -0.888582], [-4.761543, 1.499850, -1.590816], [-5.718745, 1.541657, -0.104916], [1.103933, 0.472413, -3.180317], [1.236286, -0.369862, -4.726328], [1.271970, -1.277105, -3.214586], [-0.890983, 1.644809, -3.875712], [-2.265604, 0.790714, -4.607613], [-0.710847, 0.858477, -5.442955], [-0.754058, -2.639477, -4.440939], [-0.772693, -1.465918, -5.747919], [-2.230361, -1.739384, -4.784767], [-2.828316, -3.798421, -1.509653], [-1.615561, -4.984322, -2.017048], [-2.025284, -3.622540, -3.069749], [-1.621589, -3.671991, 0.591906], [0.023762, -3.032580, 0.692816], [-0.267283, -4.652002, 0.055936], [0.517916, -3.182000, -3.111354], [0.836457, -4.405410, -1.893903], [1.346097, -2.739569, -1.618682]],
  "forces_ev_per_angstrom": [[-0.01, 0.05, 0.05], [0.01, 0.01, -0.03], [-0.04, 0.01, 0.00], [0.06, 0.01, 0.01], [-0.03, -0.01, 0.01], [-0.02, 0.01, -0.01], [0.00, 0.03, 0.01], [0.01, -0.03, -0.01], [0.09, -0.08, 0.06], [-0.01, 0.04, -0.01], [-0.06, 0.10, -0.07], [0.04, -0.08, 0.04], [-0.02, 0.01, -0.01], [0.02, -0.01, 0.00], [-0.02, -0.01, 0.03], [0.04, -0.02, -0.03], [-0.03, 0.02, -0.02], [0.00, 0.02, 0.04], [-0.05, -0.01, 0.02], [0.09, 0.04, -0.07], [0.00, 0.01, 0.00], [-0.01, -0.01, 0.03], [0.00, 0.00, 0.00], [0.00, 0.00, 0.00], [0.00, 0.00, 0.00], [0.00, 0.00, 0.00], [-0.01, 0.01, 0.00], [0.00, 0.00, -0.01], [0.00, 0.00, 0.00], [0.00, 0.00, 0.00], [0.00, 0.00, 0.00], [0.00, -0.01, 0.00], [-0.08, -0.09, 0.07], [0.04, -0.03, -0.09], [-0.01, 0.01, -0.01], [-0.06, -0.03, 0.04], [0.02, 0.02, 0.00], [0.00, -0.01, -0.02], [-0.01, 0.01, -0.02], [0.00, -0.02, 0.00], [0.01, 0.02, 0.01], [0.02, -0.02, 0.02], [-0.02, -0.02, -0.03], [0.00, -0.02, 0.00], [0.01, 0.01, -0.02], [-0.04, 0.05, -0.02], [0.00, 0.00, 0.00], [0.03, 0.00, 0.00], [0.02, -0.02, 0.03], [0.01, 0.01, 0.00], [0.01, 0.01, -0.01], [0.01, -0.01, 0.01], [0.00, 0.00, 0.00], [0.00, -0.01, 0.00], [0.00, 0.01, -0.01], [-0.01, 0.00, 0.00], [0.01, 0.01, 0.01], [0.00, 0.00, 0.00], [-0.01, 0.00, 0.00], [0.00, 0.00, 0.00], [0.00, 0.00, -0.01], [0.00, 0.00, 0.01], [0.00, 0.00, 0.00], [0.00, 0.00, 0.01], [0.00, 0.00, 0.00], [-0.01, 0.01, 0.00], [0.00, 0.00, 0.00], [-0.01, -0.01, 0.00], [0.00, 0.00, 0.00], [0.00, 0.00, 0.00], [0.00, -0.01, 0.00], [0.00, 0.00, 0.01], [0.00, 0.00, 0.00], [0.01, 0.00, 0.02], [0.00, 0.00, 0.00], [0.00, 0.00, 0.00], [0.00, 0.00, -0.01], [0.01, -0.01, 0.00]]
}